1.
A structure of composition C4H5NS at a distorted geometry, computed with wB97M-V/def2-TZVPD.

XYZ file:
```
11
Properties=species:S:1:pos:R:3:nbo_charge:R:1
C 1.56211 -0.75882 0.88431 -0.5408
C 0.54578 1.36835 0.46106 -0.2740
C -0.54909 -0.81651 -0.38227 -0.3646
C 0.39981 -0.13495 0.27208 -0.0770
N 1.38307 1.64825 1.56913 -0.7091
S 2.20675 0.38377 1.94261 0.9437
H 1.73433 -1.76599 0.84101 0.2329
H 1.13128 1.68737 -0.43920 0.2100
H -0.31520 1.84745 0.47649 0.2152
H -0.43663 -1.78130 -0.64157 0.1844
H -1.57795 -0.16112 -1.01474 0.1791
```

Values from the calculation:
Highest occupied orbital energy (alpha / beta) (eV): -7.81 / -7.79
Frontier orbital gap (alpha / beta) (eV): 7.33 / 7.41
Charge: 0
LUMO energy (alpha / beta) (eV): -0.485 / -0.375

2.
A structure of composition C32H94AsF6N8O11 at a distorted geometry, computed with wB97M-V/def2-TZVPD.

XYZ file:
```
152
Properties=species:S:1:pos:R:3:mulliken_charge:R:1
As 1.43877 -1.50586 0.77059 1.9784
F 3.19778 -1.23054 0.32852 -0.5266
F 1.07014 -2.06470 -0.88879 -0.4918
F -0.30038 -1.67645 1.16027 -0.5008
F 1.84069 -0.98965 2.44061 -0.5047
F 1.01403 0.19846 0.53697 -0.4788
F 1.69513 -3.15245 1.37318 -0.4771
O 5.36991 -4.81058 5.47217 -0.6531
H 5.52059 -4.16696 6.16448 0.3149
H 4.85801 -4.34003 4.81432 0.3386
O 5.57005 2.31353 6.27771 -0.6427
H 5.55910 1.59533 6.91039 0.3160
H 4.71124 2.27561 5.85672 0.3267
O 9.21849 -0.46879 2.95705 -0.6430
H 8.46607 -0.06645 2.52320 0.3266
H 9.17857 -1.39029 2.70118 0.3161
C -6.31562 4.05348 2.55945 -1.3364
C -5.89312 4.58660 1.23727 0.5866
C -4.80064 5.73147 1.30669 -0.6409
O -4.74264 6.19281 -0.04693 -0.3272
C -4.53095 7.63598 -0.11251 -0.7732
N -5.40572 3.51565 0.40378 -0.6697
H -7.36986 3.77664 2.55278 0.3142
H -6.21483 4.79942 3.34781 0.3162
H -5.82701 3.18079 2.99276 0.3647
H -6.77979 5.02084 0.77537 0.1957
H -3.94165 5.22977 1.75227 0.2618
H -5.22470 6.49533 1.95845 0.3396
H -4.68468 7.98544 -1.13346 0.2640
H -3.51497 7.98247 0.07678 0.2914
H -5.29502 8.15397 0.46713 0.3265
H -4.82921 3.87704 -0.34263 0.2509
H -4.87757 2.75587 0.80859 0.2357
C 8.52534 3.38022 -3.54405 -1.3057
C 7.64816 2.20003 -3.07041 0.4108
C 8.28359 0.85104 -3.50526 -0.8023
O 9.53807 0.49758 -2.89123 -0.3047
C 10.19259 -0.56017 -3.43988 -0.7979
N 7.53672 2.43926 -1.62846 -0.7490
H 8.60390 3.27569 -4.62618 0.3644
H 9.54786 3.35966 -3.16704 0.2877
H 8.06177 4.35611 -3.39971 0.3717
H 6.63483 2.27386 -3.46513 0.3269
H 8.40328 0.87078 -4.58849 0.3666
H 7.67158 -0.03401 -3.33141 0.4197
H 10.55241 -0.26185 -4.42458 0.3328
H 9.66703 -1.50944 -3.33606 0.2939
H 11.15299 -0.72459 -2.95132 0.2624
H 6.91067 3.22642 -1.53613 0.2570
H 6.88433 1.76342 -1.25735 0.2666
C -5.93558 -5.29556 3.84505 -1.4933
C -5.26784 -6.66293 4.03777 0.3711
C -5.34362 -7.58684 2.70668 -0.5889
O -4.46954 -8.76197 2.88173 -0.3847
C -4.58552 -9.84282 1.87935 -0.7421
N -3.90426 -6.43613 4.19547 -0.7466
H -7.01939 -5.28681 3.72940 0.3897
H -5.65451 -4.85381 2.88904 0.3541
H -5.62287 -4.54747 4.57352 0.3679
H -5.87188 -7.10736 4.82880 0.2492
H -5.13602 -6.98416 1.82250 0.3194
H -6.30946 -8.06245 2.53624 0.4311
H -5.27664 -10.65421 2.10759 0.2564
H -3.57615 -10.25290 1.84612 0.2639
H -4.80941 -9.45333 0.88623 0.3258
H -3.51935 -5.78071 3.53036 0.2705
H -3.47929 -7.30181 3.89530 0.3568
C -1.18577 -9.32996 -6.30459 -1.3512
C 0.32196 -9.15456 -6.65029 0.2679
C 0.81042 -7.77971 -6.18043 -0.6901
O 2.07433 -7.42001 -6.75350 -0.3145
C 2.68533 -6.27053 -6.16459 -0.7336
N 1.08742 -10.30772 -6.11071 -0.7533
H -1.49442 -10.17080 -6.92574 0.3277
H -1.72323 -8.46379 -6.69055 0.3874
H -1.36858 -9.30973 -5.23022 0.3407
H 0.41390 -9.17417 -7.73622 0.3632
H 0.95213 -7.77685 -5.09968 0.3380
H 0.03530 -7.08170 -6.49676 0.3283
H 1.98874 -5.44987 -6.33601 0.3088
H 3.64485 -6.00112 -6.60600 0.2562
H 2.80252 -6.28015 -5.08095 0.3157
H 2.01826 -10.13399 -6.46208 0.3168
H 1.15871 -10.06153 -5.13377 0.2922
C 1.15495 1.14062 13.40057 -1.6068
C 1.72661 0.61685 12.08735 0.8147
C 1.27582 1.55259 10.91164 -0.6328
O 1.33567 0.76821 9.74949 -0.3607
C 0.25469 -0.21126 9.70881 -0.7986
N 3.11017 0.62182 12.36849 -0.7448
H 0.07511 1.02859 13.49797 0.3205
H 1.35798 2.21146 13.38744 0.3724
H 1.55600 0.71360 14.31976 0.4575
H 1.41552 -0.41435 11.92018 0.0464
H 1.94332 2.38128 10.67537 0.2961
H 0.28490 1.98830 11.03955 0.3584
H 0.12758 -0.49793 8.66489 0.2896
H -0.71748 0.24182 9.90298 0.3284
H 0.51724 -1.19128 10.10719 0.3109
H 3.16380 0.12858 13.24823 0.2645
H 3.44476 1.55698 12.55184 0.2846
C 0.67370 4.98958 -5.02162 -1.3741
C -0.14427 4.01215 -5.83790 0.4712
C 0.69121 2.90048 -6.40678 -0.7554
O 1.88515 3.36403 -7.08185 -0.3173
C 2.36763 2.41884 -8.01446 -0.8028
N -1.22313 3.50299 -5.03884 -0.6722
H 0.01234 5.75401 -4.61379 0.4280
H 1.31269 5.49832 -5.74341 0.3333
H 1.27029 4.55764 -4.21812 0.2860
H -0.55603 4.55558 -6.68833 0.1942
H 0.03366 2.35611 -7.08456 0.3743
H 0.85745 2.10915 -5.67586 0.3478
H 3.36151 2.58315 -8.43077 0.2677
H 1.59220 2.23782 -8.75880 0.3356
H 2.43063 1.41766 -7.58811 0.3270
H -0.68748 2.79776 -4.55322 0.2940
H -1.61908 4.20228 -4.42702 0.2628
C -11.91093 -6.29621 -4.10588 -1.3372
C -11.11605 -5.22672 -3.30841 0.5448
C -9.62014 -5.20209 -3.69584 -0.7975
O -8.90536 -4.27949 -2.79136 -0.3698
C -7.68037 -3.89279 -3.47102 -0.7975
N -11.73965 -3.89658 -3.49746 -0.7995
H -11.39973 -7.25329 -4.00212 0.3482
H -11.81389 -6.02833 -5.15798 0.3088
H -12.90190 -6.54775 -3.72797 0.3528
H -11.23818 -5.37219 -2.23509 0.3118
H -9.49931 -4.87210 -4.72764 0.4124
H -9.21053 -6.20706 -3.79755 0.3902
H -7.86725 -3.19241 -4.28505 0.3222
H -7.33784 -4.74071 -4.06417 0.3286
H -6.92882 -3.36673 -2.88236 0.2886
H -12.49105 -3.72367 -2.84508 0.2309
H -11.13149 -3.13204 -3.24110 0.2622
C 6.46004 12.27448 0.05538 -1.3743
C 5.88531 10.89770 -0.05571 0.2095
C 4.83974 10.52563 1.03003 -0.5842
O 4.67940 9.10301 1.05555 -0.2802
C 3.68184 8.72723 1.95005 -0.7592
N 5.23256 10.82323 -1.36331 -0.7312
H 6.79660 12.62152 1.03232 0.3724
H 5.83466 13.13835 -0.16983 0.3278
H 7.33696 12.33722 -0.58896 0.3298
H 6.56481 10.04950 -0.13893 0.3970
H 3.91779 11.09977 0.93813 0.3881
H 5.47862 10.72875 1.88950 0.2560
H 3.32221 7.73265 1.68627 0.2851
H 2.79305 9.34333 1.81374 0.3198
H 3.94203 8.82162 3.00432 0.2823
H 4.91977 9.88545 -1.57028 0.3033
H 4.40659 11.36771 -1.15976 0.2579
```

Values from the calculation:
Highest occupied orbital energy (eV): -7.32
Frontier orbital gap (eV): 9.27
Charge: -1
LUMO energy (eV): 1.953

3.
A structure of composition C3H4N4 at a distorted geometry, computed with wB97M-V/def2-TZVPD.

XYZ file:
```
11
Properties=species:S:1:pos:R:3:nbo_charge:R:1
N 1.76707 -0.07263 -0.67705 -0.7809
C 0.46118 -0.17232 -0.25399 0.2973
C -0.19128 0.76538 0.60449 -0.1557
N -1.04924 0.11555 1.51944 -0.4103
C -1.80117 -0.28086 0.54610 0.1921
N -1.62914 -1.13258 -0.51085 -0.1618
N -0.35180 -1.08006 -0.84957 -0.2048
H 2.44275 0.19928 0.02805 0.3970
H 2.06798 -0.86808 -1.23392 0.4016
H 0.16449 1.75370 0.89235 0.2198
H -1.88084 0.77264 -0.06504 0.2057
```

Values from the calculation:
Highest occupied orbital energy (alpha / beta) (eV): -8.68 / -8.55
Frontier orbital gap (alpha / beta) (eV): 7.44 / 7.28
Charge: 0
LUMO energy (alpha / beta) (eV): -1.238 / -1.265

4.
An isolated molecule of C2H3NOS at a distorted geometry, computed with wB97M-V/def2-TZVPD.

XYZ file:
```
8
Properties=species:S:1:pos:R:3:nbo_charge:R:1
C -0.38945 0.39277 -0.04512 -0.0322
C -0.25664 0.69473 1.36239 0.3621
H 1.58213 -1.85451 -1.83313 0.1500
H -1.08442 0.97251 -0.63504 0.1821
H 0.65173 0.37730 1.84763 0.1367
N 0.31296 -0.61479 -0.53297 -0.5183
O -1.19804 1.16471 2.00814 -0.4916
S 0.38175 -1.13272 -2.17190 0.2112
```

Values from the calculation:
Highest occupied orbital energy (eV): -9.63
Frontier orbital gap (eV): 9.05
SMILES string: O=C/C=N/S
Charge: 0
LUMO energy (eV): -0.576